Entry from OMol25: 6 unconnected molecules or ions with the total composition C46H84F2NO8 (wB97M-V/def2-TZVPD).

CARTESIAN COORDINATES (ANGSTROEM)
C -1.3072 0.0056 -4.5661
C -2.6917 -0.7655 -4.0731
C -2.3446 -2.2183 -3.3344
C -2.2342 -2.1185 -1.7022
N -1.0396 -1.2795 -1.2125
C -1.3259 0.1940 -0.9780
F -2.6709 0.8424 -1.1856
C -0.1320 1.1938 -0.4378
C 1.4025 0.6261 -0.1595
C 2.5069 1.7152 0.3713
O 3.8081 1.4996 0.5792
O 2.0231 3.1053 0.6632
C 2.7300 4.0242 -0.2446
C 2.7820 3.4938 -1.8011
F 2.9526 4.5864 -2.7909
C 1.6453 -0.9757 -0.4095
C 3.1303 -1.6250 -0.1627
C 3.3706 -2.2761 1.3215
C 2.3082 -1.8013 2.4751
C 2.6910 -0.2992 3.1035
C 2.9335 -0.4813 4.7486
C 3.1748 0.9686 5.4788
C 4.4378 1.7270 4.7463
C 5.2092 2.8231 5.7089
O 6.2430 3.4872 4.8950
C 5.7077 4.6357 4.1448
C 0.3499 -1.8926 -0.9376
C 0.6214 -3.4950 -1.1510
C 0.7587 -3.9785 -2.7108
C 1.4890 -2.9071 -3.7130
C 3.1549 -2.9962 -3.6876
C 1.0706 -3.3770 -5.2628
H -0.6370 0.3814 -3.6745
H -0.6715 -0.6317 -5.3211
H -1.6646 0.9741 -5.1525
H -3.4152 -0.0883 -3.4509
H -3.2525 -1.0643 -5.0836
H -1.3814 -2.6199 -3.8745
H -3.2059 -3.0019 -3.5981
H -3.2633 -1.6434 -1.3285
H -2.2162 -3.2058 -1.2096
H -0.3566 2.3425 -0.2335
H 2.1867 5.0736 -0.2079
H 3.8126 4.1713 0.1901
H 1.7514 2.9810 -2.0337
H 3.6255 2.7026 -2.0121
H 3.2291 -2.5267 -0.9389
H 4.0215 -0.8867 -0.4557
H 4.4530 -1.9192 1.6763
H 3.4155 -3.4443 1.2587
H 1.1764 -1.8966 2.1808
H 2.4625 -2.5478 3.3940
H 1.8944 0.5194 2.8490
H 3.7733 -0.0615 2.6713
H 1.9550 -1.0027 5.1681
H 3.8335 -1.2346 4.9665
H 2.2105 1.6380 5.2861
H 3.3139 0.8646 6.6435
H 4.0166 2.3436 3.8259
H 5.2112 0.8884 4.4027
H 5.7616 2.3191 6.6307
H 4.4795 3.6280 6.1846
H 6.3320 5.5885 4.4924
H 4.5760 4.8571 4.3743
H 5.8807 4.5357 2.9875
H -0.2961 -4.1017 -0.6864
H 1.5772 -3.9049 -0.5764
H -0.3065 -4.3517 -3.1002
H 1.4365 -4.9601 -2.7212
H 1.1211 -1.8004 -3.6171
H 3.6126 -1.9585 -3.3156
H 3.5523 -3.1505 -4.7996
H 3.5568 -3.9017 -3.0603
H 1.8183 -4.2225 -5.6351
H 1.2070 -2.3955 -5.9174
H -0.0594 -3.7228 -5.3159
C -4.4279 -1.7752 -9.5564
C -5.6287 -0.9189 -9.2475
C -5.7818 -1.1143 -7.7549
O -4.4678 -1.3458 -7.2286
C -3.5719 -1.5762 -8.3247
H -3.9157 -1.4970 -10.4809
H -4.7315 -2.8259 -9.6347
H -5.4011 0.1313 -9.4654
H -6.5242 -1.1982 -9.8085
H -6.3919 -1.9955 -7.5299
H -6.2281 -0.2458 -7.2620
H -2.9325 -0.6923 -8.4248
H -2.9395 -2.4416 -8.1085
C 10.6431 5.0104 3.8576
C 11.0841 6.0655 2.8763
C 9.8022 6.8338 2.6397
O 9.0373 6.7499 3.8501
C 9.6369 5.7629 4.7006
H 11.4614 4.5881 4.4463
H 10.1458 4.1918 3.3239
H 11.8301 6.7186 3.3444
H 11.5139 5.6593 1.9572
H 9.2095 6.3808 1.8378
H 9.9825 7.8834 2.3900
H 10.1266 6.2881 5.5279
H 8.8618 5.1103 5.1116
C -2.2174 -1.0848 7.1590
C -1.3528 -2.0804 7.8883
C -0.0581 -2.0068 7.1086
O 0.0450 -0.6703 6.5984
C -1.2173 -0.0142 6.7808
H -3.0467 -0.7008 7.7583
H -2.6317 -1.5456 6.2544
H -1.1880 -1.7438 8.9187
H -1.7743 -3.0883 7.9211
H -0.0695 -2.6909 6.2535
H 0.8163 -2.2339 7.7254
H -1.0990 0.7198 7.5853
H -1.4942 0.5141 5.8643
C -4.9916 3.3585 5.7220
C -6.0759 2.8332 6.6271
C -5.7309 1.3625 6.7144
O -4.3067 1.2603 6.5783
C -3.7984 2.5289 6.1428
H -4.8195 4.4333 5.8201
H -5.2452 3.1452 4.6767
H -5.9893 3.2966 7.6170
H -7.0868 3.0128 6.2527
H -6.1863 0.7980 5.8939
H -6.0432 0.9141 7.6620
H -3.2753 2.9873 6.9891
H -3.0827 2.3799 5.3296
C -10.4072 -4.2241 -7.6312
C -9.5426 -5.2198 -6.9019
C -8.2479 -5.1461 -7.6816
O -8.1448 -3.8096 -8.1917
C -9.4072 -3.1535 -8.0094
H -11.2366 -3.8401 -7.0319
H -10.8216 -4.6849 -8.5358
H -9.3779 -4.8831 -5.8715
H -9.9642 -6.2276 -6.8691
H -8.2594 -5.8302 -8.5367
H -7.3736 -5.3732 -7.0647
H -9.2888 -2.4195 -7.2049
H -9.6840 -2.6252 -8.9259

## Properties
**Total charge**: +1
**HOMO level**: -10.424 eV
**Kohn-Sham gap**: 5.18 eV

Results of the Mulliken charge analysis, in e, for atoms 1 through 6: -0.621, -0.169, 0.231, -0.945, 0.576, 0.163

Entry from OMol25: a molecular structure, C18H40BrCl18N5O12V (wB97M-V/def2-TZVPD).

CARTESIAN COORDINATES (ANGSTROEM)
N -14.5966 12.7423 -8.5470
H -13.9473 13.4833 -8.3248
H -15.4825 13.1449 -8.8178
H -14.6215 12.0025 -7.8599
H -14.3100 12.3401 -9.4280
V -9.8255 15.9340 -9.2735
N -8.8553 12.6294 -8.9410
O -8.9584 13.8908 -8.9435
O -8.1071 12.0976 -8.1506
O -9.5416 12.0079 -9.7301
N -10.3328 14.3172 -12.1719
O -9.9949 13.1132 -12.1880
O -10.0018 14.9319 -11.1491
O -10.9631 14.8841 -13.0155
N -9.4466 17.0773 -6.8102
O -10.1792 17.5186 -7.6915
O -9.4012 17.3838 -5.6674
O -8.8691 16.0970 -7.2682
N -8.6597 17.8746 -10.7445
O -8.0348 16.9851 -10.1042
O -8.1693 18.6486 -11.5484
O -9.8291 17.8503 -10.4581
Br -12.1629 14.9569 -8.6693
Cl -15.0826 19.0543 -6.7831
C -13.5698 18.0434 -6.7113
C -13.0701 17.8998 -5.2791
Cl -14.1525 16.9208 -4.2889
H -12.9101 18.7488 -7.2165
H -13.7085 17.0938 -7.2282
H -13.0472 18.9033 -4.8542
H -12.0852 17.4358 -5.2273
Cl -7.5373 12.3864 -4.5566
C -6.6145 13.8876 -4.7684
C -5.7194 13.9384 -6.0072
Cl -4.3874 12.7322 -6.1427
H -5.9986 14.0553 -3.8849
H -7.2750 14.7490 -4.8677
H -5.2818 14.9310 -6.1130
H -6.3646 13.7552 -6.8664
Cl -9.8608 18.2814 -16.7117
C -10.1028 17.7855 -14.9995
C -11.4849 18.1468 -14.4201
Cl -11.6079 19.8738 -14.2663
H -9.3004 18.2572 -14.4322
H -10.0193 16.7186 -14.7926
H -11.7414 17.8871 -13.3930
H -12.2424 17.7529 -15.0978
Cl -3.7301 19.1533 -5.0116
C -4.8024 17.8113 -4.6483
C -6.2356 18.1113 -5.2194
Cl -6.3734 17.9487 -6.9609
H -4.8237 17.7384 -3.5610
H -4.2388 16.9595 -5.0291
H -6.3952 19.1833 -5.1030
H -7.0461 17.5705 -4.7308
Cl -11.4160 22.1343 -5.7610
C -10.3517 20.6826 -5.7373
C -8.8671 21.1155 -6.0163
Cl -8.6584 21.2859 -7.7918
H -10.5850 19.9514 -6.5113
H -10.5101 20.1422 -4.8041
H -8.2499 20.2843 -5.6754
H -8.5286 21.9815 -5.4475
Cl -10.4952 14.5325 -3.7101
C -10.7382 13.2275 -4.9761
C -12.2878 13.0383 -5.0113
Cl -12.6537 11.7923 -6.1806
H -10.2183 12.3126 -4.6921
H -10.2731 13.5569 -5.9052
H -12.7077 13.9486 -5.4392
H -12.6018 12.7423 -4.0103
Cl -7.2222 15.7617 -13.8827
C -5.8973 15.9059 -12.6591
C -5.4442 14.6389 -11.9130
Cl -6.9031 13.9405 -11.1442
H -6.2313 16.7133 -12.0074
H -5.1050 16.3900 -13.2300
H -4.7635 14.9324 -11.1139
H -4.9602 13.9073 -12.5600
Cl -15.4021 14.7729 -10.8595
C -14.6473 14.8158 -12.4267
C -15.2129 13.7547 -13.3836
Cl -16.9049 13.9750 -13.6201
H -13.5647 14.7439 -12.3228
H -14.7465 15.8144 -12.8522
H -14.9849 12.7456 -13.0403
H -14.7039 13.9837 -14.3198
Cl -13.3650 18.3462 -10.3514
C -13.3885 19.8438 -11.1253
C -12.0906 20.5110 -10.9968
Cl -11.7032 20.9728 -9.3402
H -14.1118 20.5009 -10.6423
H -13.6924 19.7412 -12.1670
H -12.2513 21.4486 -11.5289
H -11.2307 19.9454 -11.3557

## Properties
**Energy above the lowest of the compared OMol25 structures with the same formula, charge and spin**: 0.0 kJ/mol
**Total charge**: -1
**Expectation value of S²**: 2.017
**HOMO level (alpha / beta)**: -6.121 / -6.133 eV
**2S+1**: 3
**Kohn-Sham gap (alpha / beta)**: 6.98 / 7.01 eV

Results of the Mulliken charge analysis, in e, for atoms 1 through 6: -0.162, -0.219, 0.346, 0.357, 0.366, 0.957

Entry from OMol25: a molecular structure, C27H32NOSiSn (wB97M-V/def2-TZVPD).

CARTESIAN COORDINATES (ANGSTROEM)
C -0.6585 2.2981 1.0176
C 0.5486 2.0710 0.2636
C 0.2030 2.0918 -1.1193
H 1.5823 2.0659 0.6488
C -1.2200 2.2354 -1.2233
C -1.7580 2.3579 0.1013
H -2.8097 2.5440 0.2849
H -0.6970 2.3556 2.1065
H 0.9041 2.0137 -1.9424
H -1.8088 2.3178 -2.1320
C -0.1399 -2.1347 -0.3452
C -0.2290 -1.8337 1.0518
C -1.5938 -1.5737 1.3811
H 0.5851 -1.7723 1.7732
C -2.3806 -1.6740 0.1895
C -1.4722 -2.0389 -0.8622
H -1.7800 -2.2704 -1.8641
H 0.7349 -2.4459 -0.9234
H -1.9729 -1.3351 2.3664
H -3.4654 -1.5705 0.0924
Sn -0.8767 0.1358 -0.2742
O -1.1099 -0.2915 -2.3080
C -0.2637 -0.0181 -3.3610
C -1.2814 0.5496 -4.2719
H 0.5065 0.7174 -3.1686
H 0.1400 -0.9065 -3.8567
H -1.6046 1.5423 -4.1243
H -2.9799 1.5796 -5.8696
C -2.7464 0.5368 -6.1500
C -1.9748 -0.1746 -5.1956
C -1.7924 -1.5992 -5.3414
H -1.3744 -2.1243 -4.4848
C -2.2395 -2.2135 -6.4777
H -2.0476 -3.2741 -6.5594
C -2.9524 -1.4828 -7.4346
H -3.2798 -2.0069 -8.3103
C -3.2003 -0.1183 -7.2769
H -3.7703 0.4384 -8.0111
C 3.1337 -0.3117 0.4616
Si 3.0300 -0.0607 2.3211
C 3.6459 -1.5988 3.1426
C 4.0716 1.3977 2.7843
N 1.3688 0.2346 2.8521
C 0.8219 0.4241 4.0637
C -0.5884 0.6578 4.2027
C -1.1925 0.8047 5.4387
C -0.4335 0.7623 6.5883
C 0.9877 0.6303 6.5339
C 1.6165 0.4663 5.3080
H 4.1138 -0.7874 0.2777
H 3.1045 0.6148 -0.1440
H 2.3501 -0.9934 0.1224
H 4.7360 -1.6175 2.9972
H 3.4399 -1.6325 4.2303
H 3.2197 -2.5059 2.6748
H 3.8751 2.2586 2.1219
H 3.8866 1.6840 3.8324
H 5.1251 1.0968 2.6717
H -1.1997 0.6810 3.2971
H -2.2457 0.9234 5.5097
H -0.8951 0.9293 7.5757
H 1.5824 0.6227 7.4651
H 2.7208 0.3274 5.2821

## Properties
**Total charge**: -1
**HOMO level (alpha / beta)**: -2.953 / -2.953 eV
**Kohn-Sham gap (alpha / beta)**: 4.92 / 4.52 eV

Results of the Mulliken charge analysis, in e, for atoms 1 through 6: -0.626, -0.206, -1.219, 0.622, -0.365, -1.025

Entry from OMol25: C5H9NS in the gas phase (wB97M-V/def2-TZVPD).

CARTESIAN COORDINATES (ANGSTROEM)
C -2.1629 1.0804 0.1072
C -1.1219 0.2391 -0.0017
S -1.3151 -1.4827 -0.4394
C 0.4653 -1.7790 -0.2282
C 0.9071 -0.6813 0.7733
C 0.3210 0.6123 0.2295
N 1.0356 0.9064 -1.0437
H -1.9513 2.0507 0.5294
H -3.1784 0.7385 -0.0909
H 0.6644 -2.7931 0.1981
H 0.9942 -1.6163 -1.1765
H 2.0155 -0.7300 0.7550
H 0.5281 -0.9519 1.7746
H 0.3180 1.4950 0.9232
H 1.9557 1.3093 -0.8000
H 0.5245 1.6025 -1.5099

## Properties
**Energy above the lowest of the compared OMol25 structures with the same formula, charge and spin**: 47.3 kJ/mol
**Total charge**: 0
**HOMO level**: -8.137 eV
**Kohn-Sham gap**: 9.08 eV

Results of the Mulliken charge analysis, in e, for atoms 1 through 6: -0.841, 0.162, -0.175, -0.572, -0.847, 0.198

Entry from OMol25: a molecular structure, C3H3N3O (wB97M-V/def2-TZVPD).

CARTESIAN COORDINATES (ANGSTROEM)
N -1.9983 1.3411 0.2277
C -1.2074 0.4903 -0.1671
N 0.1934 -1.6869 0.4837
N 1.2062 -1.6254 1.0747
O 1.8673 1.4838 -0.7258
C 1.5230 0.5395 -0.1626
C -0.2100 -0.2710 -0.5647
H -2.8844 1.0080 0.6045
H 1.7373 -0.6426 0.8174
H -0.2271 -0.6369 -1.5878

## Properties
**Energy above the lowest of the compared OMol25 structures with the same formula, charge and spin**: 499.6 kJ/mol
**Total charge**: 0
**HOMO level**: -8.385 eV
**Kohn-Sham gap**: 8.67 eV

Results of the Mulliken charge analysis, in e, for atoms 1 through 6: -0.537, 0.572, 0.073, -0.362, -0.278, 0.166

Entry from OMol25: 2 unconnected molecules or ions with the total composition C5H14 (wB97M-V/def2-TZVPD).

CARTESIAN COORDINATES (ANGSTROEM)
C -0.0245 0.6016 1.5272
C 1.2236 0.8810 0.6566
C 1.4294 2.3692 0.4516
H -0.8436 -0.0019 1.1133
H 0.2451 0.0419 2.4221
H -0.5599 1.5093 1.8210
H 1.0884 0.3823 -0.3036
H 2.0844 0.4916 1.1825
H 2.0653 2.6027 -0.4138
H 1.8092 2.9257 1.3021
H 0.4920 2.8717 0.1743
C -0.5545 -2.3422 -1.3433
C -1.6656 -1.3277 -1.1632
H -0.0830 -2.2663 -2.3234
H 0.1113 -2.3274 -0.4860
H -0.9384 -3.3606 -1.3709
H -2.1304 -1.4338 -0.1914
H -2.4557 -1.3127 -1.9190
H -1.2931 -0.3045 -1.1361

## Properties
**Energy above the lowest of the compared OMol25 structures with the same formula, charge and spin**: 37.0 kJ/mol
**Total charge**: 0
**HOMO level**: -11.390 eV
**Kohn-Sham gap**: 12.56 eV

Results of the Mulliken charge analysis, in e, for atoms 1 through 6: -0.918, -0.014, -1.332, 0.086, 0.309, 0.356

Entry from OMol25: a molecular structure, C5H8N2 (wB97M-V/def2-TZVPD).

CARTESIAN COORDINATES (ANGSTROEM)
C 2.2915 -0.2947 0.0776
C 0.1708 1.1822 -0.1779
C -1.1547 -1.4613 -0.1051
C -2.0980 -0.4485 -0.2175
C -3.1161 0.2816 0.0821
H 2.9671 -1.0332 -0.2866
H 2.4665 -0.1631 1.2182
H 2.9198 0.4578 -0.4493
H -0.7579 1.3162 0.5608
H 1.3036 1.6993 0.0751
H -0.3299 1.5051 -1.1541
H -1.4543 -2.4406 -0.1299
H -4.2111 0.9635 0.6318
N 0.8748 -0.1802 -0.0935
N 0.1279 -1.3841 -0.0317

## Properties
**Energy above the lowest of the compared OMol25 structures with the same formula, charge and spin**: 744.2 kJ/mol
**Total charge**: 0
**HOMO level**: -7.856 eV
**Kohn-Sham gap**: 8.39 eV

Results of the Mulliken charge analysis, in e, for atoms 1 through 6: -0.974, -0.727, 0.032, -0.278, -0.275, 0.343

Entry from OMol25: C3H4N2O2 in the gas phase (wB97M-V/def2-TZVPD).

CARTESIAN COORDINATES (ANGSTROEM)
N 1.0477 -0.8884 0.8543
C -1.1148 -0.2384 0.6899
C -0.0032 -0.8719 -0.1307
O 0.4021 0.0608 -1.1506
C -0.2100 1.2243 -0.9061
O -0.0723 2.2540 -1.4932
N -1.0942 0.9850 0.1938
H 1.9772 -0.8645 0.4630
H 0.9181 -1.6241 1.5374
H -0.2572 -1.8082 -0.6497
H -1.5934 1.7714 0.5919

## Properties
**Energy above the lowest of the compared OMol25 structures with the same formula, charge and spin**: 269.4 kJ/mol
**Total charge**: 0
**HOMO level**: -9.544 eV
**Kohn-Sham gap**: 10.00 eV

Results of the Mulliken charge analysis, in e, for atoms 1 through 6: -0.603, -0.440, 0.471, -0.369, 0.389, -0.506

no.,total energy (hartree)
1,-2658.54420
2,-13687.70103
3,-1681.65381
4,-648.83514
5,-355.44959
6,-198.87505
7,-304.55206
8,-376.66119